DFT (ωB97M-V with the def2-TZVPD basis set) results for a structure of composition C26H48BrN2O13P4Ti.

Geometry as XYZ:
```
95
Properties=species:S:1:pos:R:3:forces:R:3:mulliken_charge:R:1
Ti 1.082 0.526 0.704 -0.31 0.66 -0.57 -1.40
C 4.135 2.550 2.900 0.01 -0.02 -0.02 -1.34
C 3.739 1.117 3.250 -0.15 0.00 -0.02 1.00
O 4.420 0.597 4.383 -0.02 0.05 -0.01 -0.66
P 1.985 1.008 3.790 -0.09 -0.14 -0.39 0.61
O 1.860 -0.099 4.866 0.14 -0.06 0.16 -0.51
O 1.490 2.374 4.358 0.03 0.14 0.22 -0.52
O 1.050 0.713 2.618 0.12 0.13 0.70 -0.06
P 3.895 -0.068 1.847 -0.26 -0.03 0.05 1.05
O 5.347 0.187 1.315 0.13 0.13 -0.15 -0.58
O 3.552 -1.432 2.253 -0.01 -0.03 -0.09 -0.77
O 2.892 0.563 0.763 0.73 -0.50 0.30 -0.11
H 4.144 3.162 3.801 -0.01 0.00 0.00 0.41
H 3.445 2.996 2.182 0.00 -0.03 -0.01 0.13
H 5.132 2.559 2.458 0.01 0.00 0.02 0.47
H 5.377 0.689 4.283 0.06 0.02 0.01 0.41
H 2.705 -0.435 5.224 -0.06 0.00 -0.10 0.42
H 1.747 2.619 5.263 -0.07 -0.05 -0.09 0.40
H 5.824 -0.582 0.966 -0.03 0.06 0.11 0.43
C -0.571 -1.888 -4.880 -0.06 -0.03 0.00 -1.14
C 0.742 -2.116 -4.176 0.05 0.08 0.01 0.46
C 0.887 -3.483 -3.561 -0.01 -0.07 0.03 -1.17
O 0.980 -1.109 -3.073 0.00 -0.24 -0.09 -0.23
P 0.026 -0.236 -2.249 0.07 0.29 0.30 -0.33
O 0.917 0.421 -1.171 -0.03 -0.32 -0.62 0.10
C -1.274 -1.162 -1.429 -0.04 0.05 -0.03 0.16
P -1.988 -0.258 -0.029 0.30 0.25 0.02 0.16
O -0.894 0.513 0.713 -0.44 -0.26 0.12 -0.01
O -2.611 -1.242 0.985 -0.13 -0.18 -0.02 -0.02
C -3.629 -2.299 0.632 0.06 0.09 -0.02 0.67
C -2.908 -3.623 0.574 0.02 -0.06 0.05 -1.20
C -4.696 -2.251 1.693 -0.01 -0.06 0.06 -1.43
O -3.009 0.631 -0.748 -0.15 0.19 -0.03 -0.17
C -3.885 1.785 -0.349 0.05 -0.07 -0.07 0.57
C -5.096 1.264 0.374 -0.04 -0.01 0.06 -1.53
C -3.090 2.803 0.424 0.02 0.04 0.06 -0.89
O -0.747 0.804 -3.075 0.02 0.20 -0.11 0.24
C -0.133 2.048 -3.668 0.03 -0.09 0.02 0.70
C -0.610 3.201 -2.824 -0.08 0.05 0.02 -0.66
C -0.569 2.111 -5.108 -0.04 0.02 -0.04 -1.62
H -0.605 -2.552 -5.745 -0.02 0.00 0.01 0.48
H -0.680 -0.869 -5.242 0.03 0.02 -0.01 0.21
H -1.425 -2.142 -4.247 0.02 -0.01 -0.01 0.24
H 1.574 -1.907 -4.844 0.02 0.05 0.02 0.37
H 0.047 -3.716 -2.902 0.01 0.01 0.00 0.16
H 1.820 -3.570 -3.006 0.00 0.01 -0.02 0.29
H 0.900 -4.229 -4.356 -0.01 0.00 0.00 0.53
H -0.872 -2.116 -1.089 0.02 0.01 0.00 -0.40
H -2.074 -1.328 -2.154 0.01 -0.11 0.02 0.99
H -4.039 -2.030 -0.345 0.02 0.04 0.01 0.36
H -2.540 -3.898 1.563 -0.01 0.01 -0.01 0.30
H -2.068 -3.618 -0.122 -0.04 0.00 -0.01 0.11
H -3.608 -4.392 0.246 0.01 -0.01 0.01 0.52
H -4.248 -2.360 2.681 -0.01 -0.01 -0.01 0.30
H -5.384 -3.084 1.539 0.00 0.02 0.00 0.45
H -5.271 -1.330 1.661 0.01 0.04 -0.01 0.31
H -4.160 2.179 -1.325 0.00 -0.02 -0.02 0.28
H -4.836 0.901 1.370 0.01 0.00 0.00 0.22
H -5.590 0.473 -0.190 0.01 0.01 -0.01 0.38
H -5.808 2.081 0.493 0.00 -0.01 0.00 0.55
H -2.808 2.425 1.409 -0.02 -0.02 -0.01 0.15
H -3.718 3.683 0.572 0.01 0.00 0.00 0.62
H -2.196 3.110 -0.118 -0.01 -0.01 -0.02 0.01
H 0.949 1.927 -3.589 0.00 0.00 0.03 0.14
H -1.685 3.344 -2.945 0.02 0.00 0.00 0.33
H -0.105 4.113 -3.143 -0.01 0.00 -0.01 0.52
H -0.390 3.036 -1.768 0.03 -0.02 -0.01 -0.40
H -1.649 1.986 -5.185 0.00 0.03 0.00 0.33
H -0.075 1.360 -5.723 -0.01 -0.03 0.02 0.41
H -0.313 3.090 -5.515 0.02 -0.01 0.00 0.46
Br 2.992 2.860 -1.413 -0.03 -0.07 0.10 0.03
C 1.818 3.560 -0.119 -0.10 0.00 0.02 0.02
C 1.803 4.939 0.008 -0.02 0.09 0.01 -0.98
C 0.937 5.522 0.916 0.03 0.07 -0.03 -0.64
C 0.106 4.707 1.670 -0.02 0.00 0.01 -1.26
C 0.187 3.347 1.493 -0.05 -0.13 0.02 -0.45
N 1.031 2.755 0.618 0.17 0.10 -0.15 1.77
H 2.461 5.535 -0.606 0.00 0.00 0.00 0.60
H 0.912 6.598 1.026 0.00 -0.01 0.00 0.49
H -0.591 5.117 2.387 0.00 -0.01 0.00 0.60
H -0.437 2.676 2.065 0.01 0.00 0.01 0.74
C 1.538 -5.744 1.660 -0.02 0.06 0.00 -1.49
C 1.350 -4.291 1.360 0.04 -0.13 0.02 1.01
C 0.540 -3.484 2.160 -0.03 -0.03 0.00 -1.52
C 0.381 -2.154 1.861 0.04 0.05 -0.04 -0.49
N 0.993 -1.572 0.807 0.14 -0.33 0.30 1.92
C 1.788 -2.341 0.036 -0.05 0.14 -0.06 -0.36
C 1.967 -3.682 0.267 0.01 -0.05 0.00 -1.80
H 1.664 -5.908 2.729 -0.01 0.01 0.00 0.40
H 2.396 -6.157 1.135 0.00 0.01 -0.01 0.43
H 0.651 -6.301 1.349 0.00 0.00 0.00 0.31
H 0.040 -3.893 3.029 0.00 0.00 -0.01 0.58
H -0.243 -1.517 2.472 0.00 0.02 0.00 0.62
H 2.289 -1.845 -0.785 0.01 0.01 0.01 0.73
H 2.620 -4.249 -0.383 -0.01 0.00 0.00 0.51
```
Positions in Å, forces in eV/Å.

For the calculated total energy, the calculation gives -6895.8240 a.u. The charge is +3. As for the energy above the lowest of the compared OMol25 structures with the same formula, charge and spin: 0.000 eV. The LUMO energy comes out at -9.059 eV. As for the multiplicity: 1.